Molecular formula: C16H16ClN3O7S2
Method: DFT, ωB97M-V/def2-TZVPD

Values from the calculation:
- E: -69843.321 eV
- SMILES: O=[N+]([O-])c1ccc(Cl)c(S(=O)(=O)Nc2ccc(S(=O)(=O)N3CCOCC3)cc2)c1
- Molar mass: 461.90 g/mol
- HOMO level: -0.3343 Ha
- HOMO-LUMO gap: 7.82 eV

Geometry as ORCA input:
```
! RIJCOSX wB97M-V def2-TZVPD def2/J DEFGRID3
* xyz 0 1
O 4.026 2.024 -2.403
N 3.352 1.381 -1.633
O 3.276 1.570 -0.441
C 2.556 0.305 -2.187
C 2.441 0.179 -3.569
C 1.652 -0.820 -4.104
C 0.977 -1.696 -3.253
Cl -0.036 -2.911 -3.877
C 1.119 -1.571 -1.876
S 0.271 -2.698 -0.758
O 0.614 -2.313 0.574
O 0.476 -4.047 -1.172
N -1.354 -2.322 -1.059
C -1.762 -1.195 -0.318
C -2.477 -1.315 0.869
C -2.715 -0.193 1.644
C -2.242 1.036 1.226
S -2.341 2.454 2.325
O -3.408 2.230 3.253
O -2.338 3.637 1.518
N -0.933 2.452 3.190
C -0.766 1.500 4.264
C 0.110 0.318 3.828
O 1.332 0.770 3.290
C 1.120 1.585 2.159
C 0.299 2.825 2.532
C -1.596 1.177 0.013
C -1.355 0.060 -0.765
C 1.906 -0.577 -1.333
H 2.968 0.875 -4.204
H 1.544 -0.927 -5.171
H -1.922 -3.145 -0.905
H -2.816 -2.287 1.195
H -3.249 -0.256 2.578
H -1.760 1.177 4.570
H -0.281 2.017 5.100
H 0.369 -0.302 4.688
H -0.417 -0.297 3.082
H 2.108 1.867 1.791
H 0.596 1.005 1.383
H 0.037 3.417 1.657
H 0.879 3.445 3.224
H -1.289 2.161 -0.304
H -0.851 0.148 -1.714
H 2.003 -0.498 -0.260
*
```


Molecular formula: C30H52FN5O4S2
Method: DFT, ωB97M-V/def2-TZVPD

Values from the calculation:
- E: -71975.490 eV
- Molar mass: 629.91 g/mol
- HOMO level (alpha / beta): -0.3017 / -0.3017 Ha
- <S²>: 2.008
- HOMO-LUMO gap (alpha / beta): 8.38 / 8.15 eV

Geometry as ORCA input:
```
! RIJCOSX wB97M-V def2-TZVPD def2/J DEFGRID3
* xyz 0 3
N -3.452 -3.543 -3.200
C -2.640 -2.961 -2.704
C -1.665 -1.987 -2.088
C -2.295 -0.635 -1.626
C -3.497 -0.132 -2.497
C -4.809 -0.128 -1.654
S -5.341 -1.781 -1.087
C -6.795 -2.245 -2.049
S -6.865 -1.788 -3.626
N -7.730 -3.006 -1.333
C -8.494 -3.948 -2.171
C -9.756 -3.309 -2.806
O -10.629 -2.981 -1.706
C -10.013 -1.890 -1.034
C -8.596 -2.191 -0.457
C -0.904 -2.722 -0.928
O 0.405 -2.963 -1.374
F -0.781 -1.931 0.189
C -1.515 -4.071 -0.547
N -2.077 -5.013 -0.317
H -0.900 -1.771 -2.858
H -1.486 0.119 -1.690
H -2.625 -0.627 -0.573
H -3.601 -0.638 -3.472
H -3.291 0.937 -2.725
H -5.658 0.342 -2.182
H -4.594 0.454 -0.735
H -8.874 -4.730 -1.478
H -7.805 -4.403 -2.900
H -10.251 -3.989 -3.524
H -9.558 -2.359 -3.335
H -10.668 -1.654 -0.168
H -10.046 -0.980 -1.677
H -8.110 -1.212 -0.280
H -8.718 -2.689 0.525
H 0.890 -3.157 -0.552
C 2.403 2.981 2.203
C 0.860 3.107 2.055
C 0.232 3.863 3.246
C -0.064 3.031 4.494
C -0.719 1.701 4.136
C 0.088 0.928 3.092
N 0.304 1.738 1.860
O -0.837 1.835 1.228
C 1.427 0.506 3.734
C -0.600 -0.400 2.768
C 0.669 4.013 0.827
H 2.749 1.957 2.070
H 2.935 3.544 1.434
H 2.762 3.336 3.171
H -0.717 4.306 2.926
H 0.873 4.704 3.523
H 0.853 2.866 5.068
H -0.727 3.597 5.153
H -0.838 1.101 5.042
H -1.736 1.889 3.772
H 2.043 -0.058 3.031
H 1.243 -0.139 4.597
H 2.020 1.338 4.108
H -1.615 -0.270 2.391
H -0.674 -1.024 3.660
H -0.030 -0.956 2.025
H 1.032 3.532 -0.085
H 1.226 4.942 0.962
H -0.374 4.294 0.674
C 4.875 -0.829 -2.016
C 4.846 0.349 -0.998
C 5.215 1.689 -1.669
C 6.707 1.989 -1.807
C 7.462 1.665 -0.523
C 7.192 0.238 -0.043
N 5.734 -0.007 0.147
O 5.340 0.659 1.201
C 7.800 -0.740 -1.070
C 7.977 -0.043 1.243
C 3.370 0.464 -0.594
H 5.468 -1.671 -1.661
H 3.882 -1.249 -2.179
H 5.266 -0.528 -2.990
H 4.778 2.509 -1.089
H 4.748 1.743 -2.656
H 7.130 1.438 -2.653
H 6.839 3.047 -2.049
H 8.533 1.812 -0.685
H 7.181 2.388 0.251
H 7.641 -1.778 -0.771
H 8.878 -0.584 -1.146
H 7.412 -0.618 -2.080
H 7.727 0.647 2.049
H 9.049 0.054 1.063
H 7.792 -1.060 1.596
H 3.031 -0.424 -0.052
H 2.743 0.569 -1.481
H 3.176 1.337 0.028
*
```


Molecular formula: CH6IN4
Method: DFT, ωB97M-V/def2-TZVPD

Values from the calculation:
- Relative energy (zero: lowest compared OMol25 entry of this formula, charge and spin): 26.6 kJ/mol
- E: -15182.284 eV
- Molar mass: 200.99 g/mol
- HOMO level (alpha / beta): -0.3841 / -0.5170 Ha
- <S²>: 2.009
- HOMO-LUMO gap (alpha / beta): 7.23 / 7.03 eV

Geometry as ORCA input:
```
! RIJCOSX wB97M-V def2-TZVPD def2/J DEFGRID3
* xyz 1 3
C -0.792 0.797 0.021
N 0.501 0.419 0.660
N -0.878 2.108 -0.104
N 1.028 -1.589 -0.529
N 0.664 -1.017 0.670
I -2.296 -0.590 -0.272
H 0.027 2.476 -0.131
H -1.632 2.762 -0.402
H 1.695 -1.031 -1.129
H 0.325 -1.735 -1.159
H 1.525 -1.095 1.330
H -0.166 -1.505 1.047
*
```


Molecular formula: CHIN2OS2
Method: DFT, ωB97M-V/def2-TZVPD

Values from the calculation:
- Relative energy (zero: lowest compared OMol25 entry of this formula, charge and spin): 1.4 kJ/mol
- E: -35845.841 eV
- Molar mass: 248.07 g/mol
- HOMO level: -0.3566 Ha
- HOMO-LUMO gap: 8.20 eV

Geometry as ORCA input:
```
! RIJCOSX wB97M-V def2-TZVPD def2/J DEFGRID3
* xyz 0 1
C 2.762 -0.226 -0.135
N 0.424 -2.721 -0.916
N 0.392 0.076 -0.419
O 1.045 -1.677 1.368
S 1.695 1.001 -0.059
S 0.963 -1.676 -0.072
I 4.790 0.080 -0.009
H -0.478 0.335 0.025
*
```


Molecular formula: C13H12AsF8O13PSn2V2
Method: DFT, ωB97M-V/def2-TZVPD

Values from the calculation:
- E: -195186.728 eV
- Molar mass: 973.42 g/mol
- HOMO level: -0.4773 Ha
- HOMO-LUMO gap: 4.16 eV

Geometry as ORCA input:
```
! RIJCOSX wB97M-V def2-TZVPD def2/J DEFGRID3
* xyz 2 1
O 0.712 1.091 -2.676
V -0.791 1.302 -2.296
O -1.541 0.103 -3.034
O -1.700 -2.188 4.166
V -1.803 -2.546 2.610
O -1.835 -4.140 2.443
Sn -4.440 2.969 -0.025
Sn 0.533 4.606 1.220
C -1.828 3.665 -1.251
O -2.494 2.705 -1.778
O -0.568 3.590 -1.437
O -2.375 4.425 -0.399
As -2.718 5.074 2.873
F -2.304 4.597 4.536
F -3.868 3.718 2.635
F -3.081 5.437 1.160
F -1.503 6.374 2.731
F -1.397 4.015 2.345
F -3.996 6.102 3.512
O -1.106 0.742 -0.291
P -1.232 0.778 1.186
O -1.404 -0.431 2.063
F -2.370 1.825 1.341
F -0.055 1.740 1.697
C 3.848 0.970 -0.895
C 4.175 -0.380 -0.930
C 3.909 -1.205 0.122
C 3.162 -0.733 1.222
C 2.839 0.613 1.255
C 3.199 1.462 0.208
O 3.112 2.826 0.393
O 4.341 -2.513 0.008
H 4.139 1.375 -1.856
H 4.645 -0.932 -1.734
H 2.864 -1.462 1.963
H 2.326 0.977 2.135
H 3.847 3.275 -0.037
H 3.848 -3.031 0.653
C -1.171 -5.065 -2.315
C -1.718 -4.147 -1.430
C -0.894 -3.285 -0.720
C 0.408 -3.078 -1.129
C 0.957 -3.941 -2.089
C 0.178 -4.905 -2.691
O 0.601 -5.668 -3.748
O -1.446 -2.358 0.163
H -1.814 -5.793 -2.788
H -2.763 -4.330 -1.207
H 1.082 -2.284 -0.837
H 1.926 -3.731 -2.519
H -0.106 -5.969 -4.325
H -2.332 -2.241 -0.204
*
```


Molecular formula: C5H6O4
Method: DFT, ωB97M-V/def2-TZVPD

Values from the calculation:
- Relative energy (zero: lowest compared OMol25 entry of this formula, charge and spin): 142.3 kJ/mol
- E: -13471.011 eV
- SMILES: C=C(CC(=O)O)C(=O)O
- Molar mass: 130.10 g/mol
- HOMO level: -0.3832 Ha
- HOMO-LUMO gap: 10.30 eV

Geometry as ORCA input:
```
! RIJCOSX wB97M-V def2-TZVPD def2/J DEFGRID3
* xyz 0 1
C -1.679 -0.726 -0.394
C -0.650 0.097 -0.483
C -0.094 1.117 0.658
C 1.082 0.261 1.207
O 2.263 0.406 0.951
O 0.736 -0.877 1.749
C 0.184 -0.086 -1.715
O -0.252 -0.368 -2.820
O 1.532 0.074 -1.565
H -2.269 -0.772 0.506
H -1.853 -1.690 -1.038
H 0.108 2.082 0.081
H -0.719 1.164 1.540
H -0.184 -0.833 1.968
H 1.794 0.150 -0.645
*
```


Molecular formula: C6H12N2O2
Method: DFT, ωB97M-V/def2-TZVPD

Values from the calculation:
- Relative energy (zero: lowest compared OMol25 entry of this formula, charge and spin): 190.9 kJ/mol
- E: -13490.447 eV
- SMILES: C[C@@]1(C[C@@H](O)C#N)CN1.O
- Molar mass: 144.17 g/mol
- HOMO level: -0.3840 Ha
- HOMO-LUMO gap: 11.01 eV

Geometry as ORCA input:
```
! RIJCOSX wB97M-V def2-TZVPD def2/J DEFGRID3
* xyz 0 1
C -0.302 2.627 -0.179
C 0.252 1.291 -0.618
C -0.553 0.106 -0.096
C 0.093 -1.269 -0.333
O 1.375 -1.363 0.238
C -0.758 -2.340 0.246
N -1.390 -3.287 0.485
C 1.006 1.225 -1.894
N 1.710 1.114 -0.614
H 0.309 3.454 -0.563
H -1.327 2.755 -0.554
H -0.327 2.692 0.919
H -0.696 0.240 0.987
H -1.547 0.118 -0.565
H 0.137 -1.474 -1.418
H 1.831 -0.518 -0.039
H 1.004 0.322 -2.508
H 1.126 2.154 -2.454
H 2.213 1.960 -0.361
O -1.477 -3.096 3.454
H -0.580 -3.200 3.089
H -2.098 -3.508 2.776
*
```